a.
This record from the Open Molecules 2025 dataset describes a molecular structure, C6H10N. The level of theory is ωB97M-V/def2-TZVPD.

Element x y z (Å)
N1 0.628 -0.613 0.082
C1 1.393 -0.257 1.317
C2 0.587 1.462 -0.998
C3 -0.429 1.509 -0.149
C4 -1.987 -0.720 -0.144
C5 -0.668 0.013 -0.259
C6 0.512 -0.009 -1.144
H1 1.194 -0.835 -2.425
H2 1.011 -0.669 2.212
H3 0.590 -1.636 -0.005
H4 -2.710 -0.152 -0.568
H5 -1.855 -1.750 -0.642
H6 1.311 2.171 -1.412
H7 -0.889 2.237 0.435
H8 2.445 -0.573 1.228
H9 1.190 0.783 1.543
H10 -2.322 -0.961 0.929

LUMO energy	-4.21	eV
orbital gap	10.1	eV
2S+1	1
net charge	+1
E_HOMO	-14.3	eV


b.
This record from the Open Molecules 2025 dataset describes 2 unconnected molecules or ions with the total composition C6H10N. The level of theory is ωB97M-V/def2-TZVPD.

Element x y z (Å)
N1 0.804 0.024 -0.740
C1 0.505 1.934 0.968
C2 -1.292 1.397 -0.270
C3 -0.734 1.125 1.107
C4 0.126 1.053 -0.258
C5 0.743 -0.648 -1.827
C6 0.353 -2.772 0.614
H1 0.393 -1.927 1.222
H2 1.264 -1.622 -1.973
H3 1.278 1.625 1.639
H4 0.690 -3.716 0.881
H5 0.495 2.940 0.586
H6 -2.007 0.695 -0.680
H7 -0.274 -2.629 -0.229
H8 -0.747 0.385 1.900
H9 -0.061 -0.292 -2.590
H10 -1.537 2.430 -0.348

LUMO energy (spin up / spin down)	-4.47 / -7.52	eV
orbital gap (spin up / spin down)	9.8 / 5.0	eV
2S+1	1
net charge	+1
E_HOMO (spin up / spin down)	-14.3 / -12.5	eV


c.
This record from the Open Molecules 2025 dataset describes a molecular structure, C6H10N. The level of theory is ωB97M-V/def2-TZVPD.

Element x y z (Å)
N1 2.774 -0.111 0.004
C1 0.156 1.227 -0.008
C2 1.524 -0.922 -0.004
C3 -2.736 -1.028 -0.002
C4 -1.341 1.234 0.004
C5 0.300 -0.295 -0.006
C6 -1.695 -0.030 0.002
H1 -2.385 -1.972 0.414
H2 2.888 0.387 -0.889
H3 1.663 -1.986 -0.007
H4 -3.093 -1.210 -1.016
H5 0.581 1.700 -0.899
H6 2.733 0.588 0.758
H7 3.586 -0.718 0.152
H8 -3.564 -0.671 0.617
H9 -1.989 2.096 0.011
H10 0.597 1.713 0.871

LUMO energy	-3.63	eV
orbital gap	10.0	eV
2S+1	1
net charge	+1
E_HOMO	-13.6	eV


c takes first place; second place is 2.199 eV up.


a.
This record from the Open Molecules 2025 dataset describes 2 unconnected molecules or ions with the total composition C6H10N. The level of theory is ωB97M-V/def2-TZVPD.

Element x y z (Å)
N1 0.971 -1.507 -0.081
C1 1.691 0.970 -0.794
C2 -2.469 -0.651 0.231
C3 -1.325 0.076 -0.322
C4 -2.303 0.899 -0.197
C5 0.724 -0.010 -0.238
C6 1.326 0.930 0.693
H1 2.089 0.651 1.427
H2 2.821 0.734 -1.095
H3 -2.719 -0.680 1.196
H4 0.751 1.839 1.016
H5 -2.770 1.761 -0.217
H6 1.262 1.850 -1.234
H7 0.597 -1.754 0.856
H8 -3.158 -1.212 -0.402
H9 1.971 -1.661 -0.075
H10 0.542 -2.234 -0.764

LUMO energy	-3.61	eV
orbital gap	9.8	eV
2S+1	1
net charge	+1
E_HOMO	-13.4	eV


b.
This record from the Open Molecules 2025 dataset describes 2 unconnected molecules or ions with the total composition C6H10N. The level of theory is ωB97M-V/def2-TZVPD.

Element x y z (Å)
N1 0.339 -1.502 0.236
C1 0.195 0.975 -0.397
C2 -1.774 0.506 1.046
C3 -0.741 -1.912 0.935
C4 1.605 1.265 -0.448
C5 -0.912 1.017 0.350
C6 0.694 1.474 -1.703
H1 -1.532 -2.504 0.465
H2 1.182 -1.268 0.788
H3 0.473 -2.013 -0.707
H4 2.259 0.533 -0.751
H5 -0.724 -2.083 2.021
H6 2.089 1.928 0.149
H7 0.247 2.418 -2.038
H8 -1.745 -0.660 1.154
H9 -2.748 0.935 1.433
H10 1.094 0.892 -2.534

LUMO energy (spin up / spin down)	-5.00 / -5.00	eV
orbital gap (spin up / spin down)	8.4 / 8.4	eV
2S+1	1
net charge	+1
E_HOMO (spin up / spin down)	-13.4 / -13.4	eV


c.
This record from the Open Molecules 2025 dataset describes a molecular structure, C6H10N. The level of theory is ωB97M-V/def2-TZVPD.

Element x y z (Å)
N1 1.932 -0.319 -0.146
C1 -1.513 -0.766 -0.046
C2 -0.501 -1.501 0.828
C3 -0.522 0.229 -0.682
C4 0.723 -0.378 -0.125
C5 3.177 -0.361 -0.079
C6 -0.679 1.671 -0.206
H1 -1.970 -1.431 -0.776
H2 -0.260 -2.528 0.601
H3 -0.723 1.723 0.879
H4 -1.606 2.072 -0.608
H5 3.739 -1.001 -0.745
H6 -2.300 -0.279 0.525
H7 3.708 0.270 0.621
H8 0.145 2.291 -0.554
H9 -0.506 0.217 -1.776
H10 -0.423 -1.219 1.867

LUMO energy	-5.01	eV
orbital gap	9.4	eV
2S+1	1
net charge	+1
E_HOMO	-14.5	eV


d.
This record from the Open Molecules 2025 dataset describes a gas-phase ion, C6H10N (charge +1). The level of theory is ωB97M-V/def2-TZVPD.

Element x y z (Å)
N1 -1.326 -0.066 0.082
C1 1.022 0.102 0.067
C2 -1.148 1.103 -0.513
C3 -0.120 -0.770 0.512
C4 -2.574 -0.489 0.386
C5 0.381 1.259 -0.568
C6 2.436 -0.424 0.134
H1 -0.064 -0.901 1.589
H2 -2.690 -1.377 0.968
H3 0.742 2.288 -0.441
H4 0.299 1.001 -1.653
H5 2.978 0.066 0.814
H6 -3.445 0.009 -0.002
H7 2.958 -0.187 -0.782
H8 -1.890 1.684 -0.871
H9 0.022 -1.792 0.059
H10 2.419 -1.505 0.217

LUMO energy (spin up / spin down)	-4.39 / -5.50	eV
orbital gap (spin up / spin down)	8.9 / 6.3	eV
2S+1	1
net charge	+1
E_HOMO (spin up / spin down)	-13.3 / -11.8	eV


c takes first place; second place is 1.384 eV up.


a.
This record from the Open Molecules 2025 dataset describes a gas-phase ion, C6H12NO2 (charge +1). The level of theory is ωB97M-V/def2-TZVPD.

Element x y z (Å)
O1 -0.821 0.669 1.622
O2 -2.051 -1.048 0.701
N1 0.273 0.070 -1.391
C1 -1.923 -0.011 1.488
C2 1.468 2.060 -0.521
C3 -0.318 -1.278 -1.280
C4 0.556 0.471 1.245
C5 -1.074 -1.906 0.035
C6 1.121 0.594 -0.301
H1 1.951 -0.059 -0.022
H2 2.451 2.092 -0.166
H3 -0.351 -2.183 0.734
H4 -2.881 0.198 1.875
H5 -0.900 -1.432 -2.154
H6 0.670 2.684 0.030
H7 0.912 -0.525 1.783
H8 1.168 1.273 1.634
H9 0.317 -2.090 -1.533
H10 1.522 2.330 -1.570
H11 -0.429 0.723 -1.656
H12 -1.660 -2.633 -0.551

LUMO energy	-4.78	eV
orbital gap	8.4	eV
2S+1	1
net charge	+1
E_HOMO	-13.2	eV


b.
This record from the Open Molecules 2025 dataset describes a gas-phase ion, C6H12NO2 (charge +1). The level of theory is ωB97M-V/def2-TZVPD.

Element x y z (Å)
O1 -1.258 2.139 -0.015
O2 -3.130 0.312 0.092
N1 -0.916 0.818 0.111
C1 0.466 0.269 0.107
C2 1.382 0.993 1.079
C3 -1.370 -1.481 -0.064
C4 0.780 0.528 -1.439
C5 0.186 -1.273 0.330
C6 -1.929 -0.133 0.034
H1 0.473 -0.184 -2.152
H2 0.250 -1.490 1.419
H3 0.649 1.206 1.984
H4 1.654 1.830 0.540
H5 -3.732 -0.376 0.411
H6 -1.704 -2.369 0.557
H7 0.279 1.516 -1.811
H8 2.173 0.434 1.314
H9 1.812 0.572 -1.556
H10 0.836 -1.975 -0.400
H11 -0.922 2.821 0.564
H12 -1.249 -1.919 -1.004

LUMO energy	-3.82	eV
orbital gap	10.5	eV
2S+1	1
net charge	+1
E_HOMO	-14.3	eV


b takes first place; second place is 0.394 eV up.


a.
This record from the Open Molecules 2025 dataset describes a gas-phase ion, C4H7N2 (charge +1). The level of theory is ωB97M-V/def2-TZVPD.

Element x y z (Å)
N1 1.031 0.400 -0.047
N2 -1.022 -1.183 0.196
C1 -0.076 -1.225 0.911
C2 1.124 -0.418 1.165
C3 -1.330 -0.256 -0.791
C4 -0.216 0.887 -0.535
H1 0.899 0.063 2.199
H2 -2.240 0.328 -0.614
H3 -1.307 -0.697 -1.863
H4 -0.653 1.456 0.363
H5 2.056 -0.813 1.255
H6 -0.145 1.302 -1.592
H7 1.880 0.157 -0.647

LUMO energy (spin up / spin down)	-5.87 / -5.87	eV
orbital gap (spin up / spin down)	9.0 / 9.0	eV
2S+1	1
net charge	+1
E_HOMO (spin up / spin down)	-14.9 / -14.9	eV


b.
This record from the Open Molecules 2025 dataset describes a gas-phase ion, C4H7N2 (charge +1). The level of theory is ωB97M-V/def2-TZVPD.

Element x y z (Å)
N1 1.745 -0.228 -0.039
N2 -0.569 0.073 0.782
C1 -1.367 0.542 -0.290
C2 -1.835 -0.468 0.659
C3 2.652 0.532 -0.473
C4 0.808 -0.463 0.819
H1 -1.978 -1.546 0.323
H2 3.351 0.125 -1.292
H3 -1.043 -0.004 -1.217
H4 1.017 -0.853 1.790
H5 -2.551 -0.013 1.519
H6 2.740 1.552 -0.098
H7 -1.722 1.610 -0.305

LUMO energy	-5.02	eV
orbital gap	9.8	eV
2S+1	1
net charge	+1
E_HOMO	-14.8	eV


c.
This record from the Open Molecules 2025 dataset describes a gas-phase ion, C4H7N2 (charge +1). The level of theory is ωB97M-V/def2-TZVPD.

Element x y z (Å)
N1 1.034 0.784 -0.609
N2 -0.906 -0.299 -1.256
C1 0.245 0.266 -1.495
C2 -0.400 -0.906 0.962
C3 0.580 0.616 0.805
C4 -1.341 -0.657 -0.100
H1 0.188 -1.690 0.680
H2 1.514 0.468 1.365
H3 1.799 1.424 -0.761
H4 -2.471 -0.519 -0.086
H5 -0.061 1.361 1.083
H6 0.572 0.255 -2.568
H7 -0.753 -1.103 1.980

LUMO energy (spin up / spin down)	-5.64 / -5.64	eV
orbital gap (spin up / spin down)	9.6 / 9.6	eV
2S+1	1
net charge	+1
E_HOMO (spin up / spin down)	-15.3 / -15.3	eV


d.
This record from the Open Molecules 2025 dataset describes a molecular structure, C4H7N2. The level of theory is ωB97M-V/def2-TZVPD.

Element x y z (Å)
N1 1.799 -1.319 -1.886
N2 -1.035 0.031 0.374
C1 -0.905 1.103 1.339
C2 1.358 -0.438 -2.662
C3 -0.174 -0.334 -0.484
C4 0.597 -0.590 -1.429
H1 0.703 -0.987 1.898
H2 -1.083 2.204 0.924
H3 0.096 1.106 1.799
H4 1.099 -1.500 1.371
H5 1.235 0.187 -3.586
H6 -1.754 0.995 2.086
H7 -1.936 -0.460 0.257

LUMO energy	-4.92	eV
orbital gap	10.4	eV
2S+1	1
net charge	+1
E_HOMO	-15.3	eV


c takes first place; second place is 1.464 eV up.


a.
This record from the Open Molecules 2025 dataset describes a gas-phase ion, C4H7N2 (charge +1). The level of theory is ωB97M-V/def2-TZVPD.

Element x y z (Å)
N1 0.476 0.291 0.317
N2 -0.142 -1.247 -0.928
C1 -1.212 -0.304 -1.234
C2 0.904 1.201 1.119
C3 0.116 0.189 -1.061
C4 0.138 -1.231 0.515
H1 -0.532 -1.682 1.324
H2 -1.404 -0.460 -2.322
H3 1.454 2.088 0.828
H4 0.939 0.626 -1.719
H5 1.107 -1.765 0.709
H6 1.257 0.832 2.063
H7 -2.100 -0.055 -0.631

LUMO energy	-5.46	eV
orbital gap	9.5	eV
2S+1	1
net charge	+1
E_HOMO	-14.9	eV


b.
This record from the Open Molecules 2025 dataset describes a gas-phase ion, C4H7N2 (charge +1). The level of theory is ωB97M-V/def2-TZVPD.

Element x y z (Å)
N1 1.479 -0.123 -0.460
N2 2.426 -0.847 -0.333
C1 -1.489 -0.402 -0.437
C2 -1.534 -1.221 0.519
C3 -0.696 1.022 -0.437
C4 0.595 0.597 0.392
H1 -1.425 1.760 -0.127
H2 1.137 1.521 0.466
H3 -2.004 -0.520 -1.386
H4 2.693 -1.214 0.688
H5 0.400 0.049 1.294
H6 -1.181 -1.730 1.288
H7 -0.402 1.109 -1.468

LUMO energy (spin up / spin down)	-7.96 / -7.44	eV
orbital gap (spin up / spin down)	4.7 / 5.7	eV
2S+1	1
net charge	+1
E_HOMO (spin up / spin down)	-12.7 / -13.1	eV


a takes first place; second place is 3.407 eV up.


a.
This record from the Open Molecules 2025 dataset describes a molecular structure, C4H7N2. The level of theory is ωB97M-V/def2-TZVPD.

Element x y z (Å)
N1 -0.680 0.552 0.782
N2 -0.823 0.571 -0.487
C1 -1.096 2.235 -1.860
C2 0.266 -0.417 0.807
C3 0.755 -1.234 1.865
C4 0.322 -0.386 -0.728
H1 1.475 -0.683 2.530
H2 -0.050 -1.865 2.422
H3 -1.045 2.260 -2.930
H4 0.259 -1.347 -1.303
H5 -2.174 2.230 -1.455
H6 1.480 -2.027 1.466
H7 1.312 0.111 -1.111

LUMO energy (spin up / spin down)	-6.80 / -7.02	eV
orbital gap (spin up / spin down)	7.5 / 8.4	eV
2S+1	1
net charge	+1
E_HOMO (spin up / spin down)	-14.3 / -15.5	eV


b.
This record from the Open Molecules 2025 dataset describes 2 unconnected molecules or ions with the total composition C4H7N2. The level of theory is ωB97M-V/def2-TZVPD.

Element x y z (Å)
N1 2.199 0.366 0.369
N2 0.259 -0.652 -0.583
C1 1.188 -0.113 -0.136
C2 -2.269 -0.115 0.892
C3 -2.429 -0.370 -0.451
C4 3.370 0.638 -0.030
H1 4.144 0.856 0.740
H2 -2.390 0.827 1.462
H3 -2.674 0.312 -1.170
H4 -2.370 -1.266 -0.991
H5 3.753 1.016 -1.057
H6 -0.836 -0.498 -0.486
H7 -1.944 -0.999 1.441

LUMO energy	-6.19	eV
orbital gap	8.6	eV
2S+1	1
net charge	+1
E_HOMO	-14.8	eV


c.
This record from the Open Molecules 2025 dataset describes a gas-phase ion, C4H7N2 (charge +1). The level of theory is ωB97M-V/def2-TZVPD.

Element x y z (Å)
N1 0.743 0.035 0.063
N2 0.684 -1.304 0.179
C1 -1.561 0.270 -0.705
C2 1.716 0.740 -0.269
C3 -0.648 0.749 0.340
C4 -1.790 -0.241 0.501
H1 -0.702 1.744 0.745
H2 1.623 -1.913 0.266
H3 -1.851 0.323 -1.764
H4 2.677 0.320 -0.608
H5 -2.332 -0.822 1.181
H6 -0.097 -1.606 0.641
H7 1.539 1.707 -0.569

LUMO energy	-4.12	eV
orbital gap	10.8	eV
2S+1	1
net charge	+1
E_HOMO	-14.9	eV


d.
This record from the Open Molecules 2025 dataset describes a gas-phase ion, C4H7N2 (charge +1). The level of theory is ωB97M-V/def2-TZVPD.

Element x y z (Å)
N1 -2.045 -0.613 -0.243
N2 -0.235 0.387 0.025
C1 0.818 0.293 -0.890
C2 -1.644 0.609 0.121
C3 1.912 0.069 0.058
C4 0.632 -0.707 0.277
H1 -2.068 -1.320 0.411
H2 -1.954 1.014 1.197
H3 2.217 0.714 0.899
H4 2.684 -0.708 -0.102
H5 0.870 0.308 -1.930
H6 0.381 -1.790 0.354
H7 -1.932 1.473 -0.679

LUMO energy (spin up / spin down)	-5.69 / -6.53	eV
orbital gap (spin up / spin down)	8.6 / 8.8	eV
2S+1	1
net charge	+1
E_HOMO (spin up / spin down)	-14.3 / -15.3	eV


b takes first place; second place is 0.302 eV up.